[1]
18
Properties=species:S:1:pos:R:3:mulliken_charge:R:1 method="wB97M-V/def2-TZVPD" gap_ev=9.41 lumo_ev=0.7730
C -3.66 -0.18 0.01 -1.3934
C -2.27 0.45 -0.42 -0.2360
N -1.17 0.31 0.43 -0.3039
S 0.40 0.02 0.05 0.0592
O 0.93 -1.56 0.53 -0.4685
H -3.95 0.09 0.92 0.4509
H -4.44 0.18 -0.60 0.3808
H -3.58 -1.23 0.05 0.3666
H -2.55 1.45 -0.38 0.2922
H -2.19 0.17 -1.49 0.3208
H -1.30 0.56 1.40 0.2174
H 0.37 -2.30 0.22 0.2955
C 3.93 0.26 0.52 -0.3001
C 3.93 0.38 -0.78 -0.2760
H 4.77 0.57 1.33 0.1840
H 2.97 0.12 1.07 0.1080
H 4.83 0.55 -1.52 0.1860
H 2.99 0.16 -1.35 0.1164

[2]
23
Properties=species:S:1:pos:R:3:mulliken_charge:R:1 method="wB97M-V/def2-TZVPD" charge=+1 gap_ev="9.39 / 5.16" spin_multiplicity=2 lumo_ev="-4.2312 / -8.4609"
C 1.98 -1.99 -0.53 -1.1826
C 1.65 -0.69 -1.01 0.0341
C 0.42 -0.18 -1.09 0.0274
N 0.13 1.14 -1.61 -0.3714
C -0.17 1.24 -3.10 -0.7909
H 1.39 -2.76 -1.13 0.3380
H 2.99 -2.34 -0.72 0.3619
H 1.74 -2.12 0.47 0.3602
H 2.50 -0.04 -1.24 0.3173
H -0.48 -0.74 -0.98 0.5023
H 0.94 1.75 -1.51 0.3205
H -0.93 0.56 -3.38 0.3625
H -0.60 2.32 -3.25 0.3192
H 0.74 0.91 -3.65 0.3216
H -0.91 0.72 2.53 0.3721
H 0.44 0.87 3.43 0.2652
O -0.33 0.33 3.19 -0.6155
H -1.02 1.69 0.03 0.4047
H -1.20 2.84 1.17 0.3314
O -1.44 1.91 0.91 -0.6853
H -1.84 -1.40 2.69 0.3023
H -1.91 -1.79 1.33 0.2927
O -1.49 -2.08 2.13 -0.5875

[3]
7
Properties=species:S:1:pos:R:3:mulliken_charge:R:1 method="wB97M-V/def2-TZVPD" gap_ev=11.58 lumo_ev=1.1445
C -0.74 -0.40 -1.85 0.1188
N -0.40 -1.28 -1.24 -0.3707
H -1.26 0.30 -2.47 0.2623
N 0.73 0.82 0.88 -0.3190
F -0.04 1.47 1.85 -0.1808
H 1.70 0.81 1.23 0.2426
H 0.67 -0.24 0.87 0.2468

[4]
102
Properties=species:S:1:pos:R:3:mulliken_charge:R:1 method="wB97M-V/def2-TZVPD" gap_ev="7.65 / 5.41" spin_multiplicity=3 lumo_ev="0.6116 / -2.0340"
Au 0.04 -1.30 -1.21 0.6396
C 3.65 -2.73 -0.07 -0.9932
Si 3.67 -1.19 -1.21 -0.0632
C 3.79 -1.75 -3.04 -1.1521
C 5.20 -0.10 -0.83 -1.0002
N 2.14 -0.43 -0.99 -0.1557
P 1.56 1.06 -0.89 2.9158
C -0.08 0.86 -1.47 -2.5601
P -1.67 0.95 -0.75 3.2131
N -2.24 -0.57 -0.82 -0.2191
Si -3.63 -1.18 -1.66 -0.0328
C -3.55 -3.05 -1.36 -1.1688
C -3.77 -0.85 -3.54 -1.1629
C -5.24 -0.46 -0.90 -1.1323
C -2.61 2.06 -1.86 0.8711
C -2.25 2.10 -3.20 -0.9379
C -3.01 2.84 -4.09 -0.7776
C -4.13 3.52 -3.65 -0.6183
C -4.50 3.47 -2.32 -0.7577
C -3.74 2.73 -1.42 -0.5328
C -2.08 1.69 0.87 0.4753
C -2.84 1.05 1.86 0.5490
C -3.16 1.75 3.02 -0.7202
C -2.77 3.07 3.19 -0.6484
C -2.04 3.70 2.20 -1.1116
C -1.69 3.02 1.05 -0.5815
C 2.37 2.04 -2.20 0.6610
C 3.55 2.75 -1.99 -0.4560
C 4.21 3.34 -3.06 -0.7917
C 3.70 3.21 -4.34 -0.5075
C 2.54 2.49 -4.56 -0.9069
C 1.89 1.90 -3.50 -0.7888
C 2.14 1.93 0.59 1.2247
C 1.94 3.30 0.74 -0.3227
C 2.47 3.95 1.84 -1.0120
C 3.23 3.25 2.76 -0.7597
C 3.44 1.89 2.60 -0.9932
C 2.88 1.23 1.53 -0.5183
H 4.64 -3.13 0.10 0.4829
H 3.05 -3.51 -0.53 0.2669
H 3.20 -2.50 0.89 0.1167
H 4.66 -2.38 -3.21 0.3969
H 3.86 -0.90 -3.70 0.2766
H 2.91 -2.32 -3.31 0.2714
H 6.11 -0.69 -0.87 0.5107
H 5.15 0.37 0.14 0.2232
H 5.29 0.69 -1.58 0.2788
H -2.76 -3.51 -1.94 0.1815
H -4.48 -3.53 -1.64 0.4388
H -3.36 -3.28 -0.32 0.3166
H -2.84 -1.03 -4.06 0.3286
H -4.08 0.18 -3.74 0.2819
H -4.53 -1.50 -3.96 0.4721
H -5.32 -0.66 0.16 0.3169
H -6.10 -0.89 -1.39 0.4824
H -5.28 0.62 -1.04 0.3235
H -1.38 1.55 -3.52 0.3609
H -2.73 2.86 -5.14 0.4388
H -4.72 4.10 -4.35 0.3942
H -5.38 3.99 -1.97 0.4458
H -4.03 2.69 -0.38 0.5220
H -3.04 -0.54 0.86 -0.1183
H -3.74 1.24 3.78 0.4867
H -3.04 3.60 4.09 0.3965
H -1.75 4.74 2.33 0.4547
H -1.13 3.50 0.27 0.5538
H 3.95 2.85 -0.99 0.4942
H 5.13 3.88 -2.90 0.4317
H 4.22 3.67 -5.17 0.4095
H 2.16 2.37 -5.57 0.4348
H 0.98 1.32 -3.64 0.2032
H 1.39 3.84 -0.01 0.5103
H 2.30 5.01 1.97 0.4443
H 3.67 3.77 3.61 0.3927
H 4.05 1.35 3.32 0.4792
H 3.00 0.16 1.39 0.3364
N 1.22 -3.32 6.93 -0.5441
C 0.82 -2.70 5.77 1.0887
C -0.54 -2.62 5.44 -0.8079
C -0.94 -2.01 4.26 -0.5800
C 0.02 -1.45 3.43 -0.1831
C 1.36 -1.49 3.76 -0.6752
C 1.76 -2.12 4.92 -0.9122
S -0.54 -0.85 1.81 0.7441
O 0.27 0.33 1.50 -0.3820
O -3.30 -0.21 1.75 -0.6628
N 0.19 -2.06 0.97 0.5026
C -0.17 -3.30 0.70 0.0026
N -0.41 -4.21 1.65 -0.4315
C -0.59 -5.45 1.25 -0.3491
C -0.57 -5.83 -0.08 -0.6807
C -0.37 -4.82 -1.01 -0.5997
N -0.16 -3.57 -0.63 -0.0323
H 0.57 -3.95 7.37 0.2105
H 2.19 -3.59 6.98 0.2135
H -1.27 -3.07 6.10 0.2800
H -1.98 -1.97 3.98 0.5130
H 2.06 -1.03 3.08 0.3443
H 2.80 -2.18 5.18 0.3085
H -0.75 -6.17 2.05 0.4859
H -0.72 -6.86 -0.38 0.4078
H -0.37 -5.01 -2.07 0.5348

[5]
9
Properties=species:S:1:pos:R:3:mulliken_charge:R:1 method="wB97M-V/def2-TZVPD" gap_ev=10.94 lumo_ev=0.9693
C 0.18 0.16 1.33 -0.5733
C -0.11 1.15 0.47 0.5393
F 0.21 2.44 0.49 -0.2189
F -1.09 0.99 -0.43 -0.2073
H 0.82 0.33 2.20 0.2637
H 0.12 -0.84 0.90 0.1999
C -0.06 -1.46 -1.54 0.0287
N 0.95 -0.94 -1.72 -0.3376
H -1.01 -1.83 -1.68 0.3056

[6]
47
Properties=species:S:1:pos:R:3:mulliken_charge:R:1 method="wB97M-V/def2-TZVPD" charge=+1 gap_ev="4.99 / 4.57" spin_multiplicity=2 lumo_ev="-5.0400 / -5.4649"
Ir 0.79 0.23 0.12 1.2004
Cl -1.04 0.87 -6.91 -0.1963
C -0.58 0.41 -5.31 0.0842
C 0.10 -0.81 -5.09 -0.5819
C 0.45 -1.20 -3.83 -0.2294
C 0.16 -0.40 -2.71 0.4370
O 0.50 -0.83 -1.53 -1.1001
C -0.49 0.85 -2.93 0.4716
C -0.72 1.78 -1.91 0.1717
N -0.51 1.62 -0.63 -0.2561
C -0.82 2.65 0.30 0.9196
C -1.73 3.66 0.13 -0.7146
C -2.04 4.49 1.22 -0.8428
C -1.51 4.27 2.48 -0.9487
C -0.61 3.24 2.67 0.9305
C -0.11 2.81 3.97 -0.8799
C 0.67 1.73 4.07 -0.6912
C 1.16 1.04 2.86 0.3304
N 0.77 1.56 1.61 0.0350
C -0.20 2.49 1.55 0.0840
C -0.86 1.21 -4.25 -1.1273
H 0.35 -1.43 -5.94 0.4405
H 0.98 -2.12 -3.65 0.3365
H -1.06 2.76 -2.24 0.3893
H -2.25 3.80 -0.81 0.3658
H -2.76 5.29 1.08 0.4002
H -1.81 4.88 3.32 0.4330
H -0.44 3.35 4.85 0.4146
H 0.99 1.33 5.03 0.4608
H 2.24 0.89 2.91 0.1944
H -1.38 2.15 -4.42 0.4086
S 3.96 -1.42 3.05 -0.1403
C 3.51 -1.01 1.65 0.5147
S 3.13 -0.65 0.16 -0.1971
S 0.50 -0.67 2.48 -0.1866
S 2.30 -3.58 -1.45 -0.2942
C 1.03 -3.85 -0.38 0.1355
N 1.30 -4.14 0.93 0.0158
C 0.36 -4.36 1.89 -0.4052
C -0.96 -4.29 1.57 -0.5230
C -1.31 -4.00 0.23 -0.2359
C -0.35 -3.79 -0.72 -0.5494
H 2.28 -4.19 1.17 0.2644
H 0.72 -4.59 2.88 0.3972
H -1.71 -4.47 2.32 0.4248
H -2.36 -3.96 -0.05 0.4141
H -0.61 -3.58 -1.74 0.4250

[7]
68
Properties=species:S:1:pos:R:3:mulliken_charge:R:1 method="wB97M-V/def2-TZVPD" charge=+3 gap_ev="8.24 / 5.24" spin_multiplicity=3 lumo_ev="-8.3603 / -11.3409"
Pt 0.08 -0.27 -0.27 1.6833
N -1.18 2.62 2.57 0.1332
C 0.17 3.08 3.07 0.4063
C 0.89 1.90 3.71 -1.4162
C 1.53 0.90 2.74 0.3131
N 0.56 -0.07 2.17 -0.6671
C 2.30 1.62 1.63 -1.0781
C 1.54 2.74 0.91 0.2813
N 0.55 2.18 -0.05 -0.7533
C 0.93 3.71 1.92 -1.4173
H -1.72 2.21 3.34 0.4790
H -0.99 1.91 1.84 -0.5200
H -1.71 3.41 2.18 0.4321
H -0.02 3.84 3.84 0.2848
H 0.23 1.39 4.41 0.3933
H 1.71 2.32 4.30 0.5050
H 2.27 0.35 3.32 0.4412
H -0.12 -0.34 2.88 0.2431
H 1.10 -0.92 1.98 0.2441
H 2.64 0.89 0.90 -0.0508
H 3.19 2.07 2.08 0.5719
H 2.28 3.31 0.35 0.4793
H 1.08 1.98 -0.91 0.2704
H -0.11 2.91 -0.32 0.2372
H 0.30 4.44 1.40 0.3866
H 1.75 4.28 2.35 0.5087
C 3.77 0.23 -3.90 -1.0234
C 2.40 -0.44 -3.89 -0.3359
N 2.49 -1.80 -3.38 -0.2244
C 2.44 -2.15 -2.11 0.5091
S 2.29 -0.91 -0.88 -0.5514
N 2.60 -3.40 -1.75 -0.2191
C 2.64 -3.89 -0.38 -0.3964
C 4.04 -3.79 0.20 -1.0023
H 3.68 1.25 -4.24 0.3646
H 4.44 -0.30 -4.57 0.3661
H 4.20 0.22 -2.90 0.2800
H 2.00 -0.50 -4.90 0.4294
H 1.69 0.11 -3.26 0.0206
H 2.76 -2.51 -4.06 0.2775
H 2.88 -4.08 -2.46 0.2808
H 2.29 -4.92 -0.39 0.4239
H 1.93 -3.29 0.21 0.0848
H 4.72 -4.44 -0.35 0.3642
H 4.04 -4.12 1.24 0.3611
H 4.41 -2.77 0.15 0.2780
C -2.75 0.82 -1.00 -0.6466
N -4.19 0.74 -1.05 0.1413
C -4.73 0.56 0.29 -0.6980
N -4.21 -0.68 0.86 0.1569
C -2.78 -0.63 0.93 -0.4566
N -2.16 -0.41 -0.40 0.4396
C -2.62 -1.55 -1.27 -0.6704
N -4.05 -1.60 -1.32 0.1140
C -4.59 -0.38 -1.90 -0.7275
C -4.61 -1.81 0.01 -0.7005
H -2.46 1.69 -0.40 0.1975
H -2.36 0.95 -2.02 0.2839
H -5.81 0.52 0.25 0.3295
H -4.43 1.40 0.92 0.2677
H -2.40 -1.57 1.35 0.3130
H -2.49 0.19 1.60 -0.0430
H -2.24 -2.49 -0.85 0.3433
H -2.22 -1.42 -2.28 0.3355
H -5.68 -0.44 -1.94 0.3252
H -4.21 -0.24 -2.91 0.3382
H -4.25 -2.74 0.44 0.3411
H -5.70 -1.86 -0.05 0.3375

[8]
17
Properties=species:S:1:pos:R:3:mulliken_charge:R:1 method="wB97M-V/def2-TZVPD" charge=+1 gap_ev="7.42 / 6.81" lumo_ev="-4.9149 / -5.2836"
C -0.61 1.80 0.29 -0.4597
N -1.38 0.83 -0.18 -0.1106
C -1.53 -0.44 0.23 0.6976
N -2.62 -1.19 -0.11 -0.4990
C -0.47 -1.19 0.80 -0.5185
N 0.85 -0.92 0.58 -0.0787
N 1.67 -0.01 0.41 -0.1659
C 2.83 -0.39 -0.37 -0.7358
H 0.18 1.49 0.93 0.4371
H -0.59 2.77 -0.20 0.2985
H -2.14 1.26 -0.77 0.3125
H -2.46 -2.12 -0.35 0.2502
H -3.35 -0.86 -0.74 0.2377
H -0.50 -2.09 1.36 0.3959
H 3.30 0.50 -0.66 0.3280
H 3.68 -1.07 -0.11 0.2854
H 2.40 -0.84 -1.27 0.3253

Calculated energy relative to the best compared isomer or geometry (same formula, charge and spin), 88.8 48.4 66.0 55.5 41.6 72.6 1.3 104.5 kcal per mole (same order as the records).